C33H42Cl2F4MoN3OTe as an isolated structure. Source: the OMol25 dataset; level of theory: wB97M-V/def2-TZVPD.

Geometry as XYZ:
```
87
Properties=species:S:1:pos:R:3:forces:R:3
Mo 1.1140 0.7748 2.4902 -0.266 0.062 0.129
C -1.2030 0.1243 6.4019 -0.041 0.024 0.005
C -0.5571 0.7743 5.1883 0.072 -0.041 -0.068
N 0.5614 -0.0017 4.5564 -0.023 -0.210 0.158
C 1.6724 -0.2596 5.5266 -0.084 0.057 -0.037
C 2.1207 0.9639 6.3046 0.016 0.003 0.030
C 0.0764 -1.3339 4.0780 -0.040 0.054 0.050
C -1.0060 -1.2024 3.0096 0.068 0.052 -0.059
N -0.7052 -0.0260 2.1829 -0.053 -0.198 0.053
C -1.7600 0.5959 1.5237 0.038 -0.096 0.322
C -1.9090 1.9823 1.5485 0.090 0.078 0.074
F -1.0434 2.7202 2.2792 0.015 -0.073 -0.056
C -2.9367 2.6240 0.8853 -0.021 0.123 -0.058
F -3.0128 3.9514 0.9604 -0.003 -0.078 -0.003
C -3.8739 1.9112 0.1651 -0.048 0.043 -0.071
C -3.7436 0.5371 0.1232 -0.020 -0.052 -0.003
F -4.5994 -0.1986 -0.5819 0.013 0.020 -0.004
C -2.7120 -0.1077 0.7830 -0.276 0.138 0.096
F -2.5969 -1.4403 0.6587 0.069 -0.086 0.024
H -1.9450 0.8163 6.8001 0.002 -0.019 0.009
H -0.4950 -0.0862 7.2027 0.013 0.011 -0.012
H -1.7284 -0.7984 6.1555 0.008 0.007 -0.005
H -0.1565 1.7530 5.4472 0.011 0.008 0.021
H -1.3032 0.9408 4.4131 -0.008 0.017 0.000
H 2.4960 -0.6852 4.9496 0.019 0.010 -0.008
H 1.3509 -1.0367 6.2243 0.005 -0.022 0.013
H 2.2770 1.8361 5.6706 0.005 -0.015 -0.009
H 3.0650 0.7385 6.7999 -0.005 0.015 0.013
H 1.4081 1.2378 7.0805 -0.003 0.000 -0.002
H -0.2996 -1.9168 4.9201 0.039 -0.076 0.010
H 0.9447 -1.8706 3.6835 0.035 0.032 -0.013
H -1.9938 -1.1048 3.4663 -0.015 0.077 0.026
H -1.0144 -2.1261 2.4292 -0.066 -0.053 -0.030
H -4.6859 2.4124 -0.3439 0.017 -0.016 0.002
Cl 4.0883 -1.0713 2.4929 -0.041 0.047 -0.020
C 4.7351 0.4800 2.9876 -0.096 -0.114 -0.022
Cl 3.4204 1.7154 3.1721 0.263 0.146 0.164
H 5.4028 0.8650 2.2280 0.014 0.011 -0.025
H 5.2103 0.3935 3.9563 0.012 0.005 0.032
C 1.7414 3.5600 -0.4659 0.024 -0.036 0.009
C 1.1764 2.1858 -0.2651 0.168 0.172 0.044
O 0.4700 1.7478 -1.3239 -0.025 0.048 -0.165
N 1.3353 1.4918 0.7815 -0.139 0.017 -0.492
Te -0.3065 -0.0652 -1.2751 0.214 -0.142 -0.022
C -1.6408 0.1364 -2.8831 0.093 0.166 0.086
C -2.1706 -1.1069 -3.2388 -0.078 -0.119 0.013
C -1.7811 -2.4015 -2.5623 0.060 0.070 0.029
C -3.1088 -1.1449 -4.2614 -0.075 -0.019 -0.065
C -3.5346 0.0081 -4.9045 -0.031 -0.025 -0.028
C -4.5466 -0.0397 -6.0141 0.028 -0.002 0.040
C -3.0070 1.2275 -4.4865 0.039 0.035 -0.035
C -2.0590 1.3365 -3.4792 -0.029 0.017 -0.057
C -1.5770 2.7171 -3.1109 -0.068 -0.071 0.059
C 1.3120 -1.0453 -2.1310 -0.104 0.112 -0.079
C 1.8138 -2.1263 -1.3893 0.025 -0.065 0.018
C 1.2258 -2.5833 -0.0740 0.009 0.011 -0.051
C 2.8865 -2.8275 -1.9187 0.044 -0.038 -0.036
C 3.4521 -2.4871 -3.1440 0.021 -0.036 0.011
C 4.6095 -3.2599 -3.7081 -0.036 0.017 0.013
C 2.9151 -1.4137 -3.8494 0.030 0.019 -0.051
C 1.8405 -0.6745 -3.3785 0.079 -0.056 -0.054
C 1.3027 0.4403 -4.2381 -0.017 -0.059 0.067
H 1.4016 3.9902 -1.4039 -0.015 -0.026 0.003
H 2.8300 3.5071 -0.4706 0.002 0.004 0.004
H 1.4349 4.1979 0.3622 0.011 0.006 0.007
H -1.7473 -2.3163 -1.4668 0.008 0.023 -0.054
H -0.8162 -2.7767 -2.9121 -0.007 0.024 -0.010
H -2.5272 -3.1680 -2.7603 -0.004 -0.003 -0.036
H -3.5264 -2.1028 -4.5492 0.003 0.013 -0.001
H -4.9335 -1.0459 -6.1611 0.008 0.003 0.009
H -4.1011 0.2942 -6.9527 0.006 -0.004 0.017
H -5.3852 0.6236 -5.7996 0.007 -0.004 0.002
H -3.3459 2.1387 -4.9670 -0.008 -0.021 -0.001
H -2.0846 3.4581 -3.7243 -0.029 -0.024 0.013
H -0.5078 2.8368 -3.2654 0.030 -0.002 -0.018
H -1.7910 2.9486 -2.0653 0.029 -0.001 0.013
H 1.2579 -1.7971 0.6841 -0.021 0.090 0.044
H 1.7841 -3.4338 0.3116 0.034 -0.006 -0.020
H 0.1873 -2.9093 -0.1765 -0.009 0.023 -0.006
H 3.2864 -3.6704 -1.3667 -0.001 0.015 -0.012
H 4.9225 -4.0598 -3.0405 -0.004 0.006 0.003
H 5.4623 -2.6026 -3.8831 -0.008 0.002 0.005
H 4.3418 -3.7021 -4.6690 -0.006 0.008 0.011
H 3.3450 -1.1434 -4.8077 0.009 -0.017 0.016
H 2.0534 0.7444 -4.9645 0.004 -0.009 0.000
H 1.0265 1.3197 -3.6598 0.010 -0.002 0.021
H 0.4205 0.1113 -4.7914 0.003 -0.005 0.013
```
Positions in Å, forces in eV/Å.

Results
Total energy: -86468.5174 eV
Energy relative to the best compared isomer or geometry (same formula, charge and spin): 54.8 kJ/mol
Frontier orbital gap (alpha / beta): 6.6207 / 7.7136 eV
Charge: +2
E_LUMO (alpha / beta): -6.383 / -6.062 eV
Multiplicity: 4